1.
Below is a structure of composition C37H45BaBrN6O5S, with properties calculated with ωB97M-V/def2-TZVPD.

The geometry in XYZ format:
```
96
Properties=species:S:1:pos:R:3
Ba 1.18 -0.06 0.28
N 2.10 -1.03 -2.35
C 2.25 -0.93 -3.78
C 2.80 0.44 -4.09
N 3.83 0.78 -3.14
C 4.11 2.19 -3.04
C 4.53 2.53 -1.60
N 3.48 2.15 -0.69
H 3.00 -1.29 -1.93
H 1.52 -1.84 -2.13
H 1.26 -1.01 -4.25
H 2.87 -1.73 -4.21
H 1.97 1.18 -4.04
H 3.19 0.48 -5.12
H 3.48 0.53 -2.21
H 3.20 2.78 -3.27
H 4.88 2.50 -3.76
H 4.82 3.60 -1.55
H 5.41 1.94 -1.34
H 2.71 2.80 -0.62
H 3.78 1.90 0.24
O 0.41 4.37 1.98
C 0.42 3.33 1.34
N 0.96 2.16 1.63
C 1.38 1.83 2.88
O 0.81 2.00 3.94
C 2.73 1.08 2.89
C 3.29 0.70 4.10
C 4.51 0.07 4.10
C 5.15 -0.15 2.89
C 4.53 0.26 1.73
N 3.34 0.85 1.73
C -0.12 3.41 -0.09
C -1.21 4.22 -0.35
C -1.64 4.36 -1.66
C -0.94 3.71 -2.65
C 0.14 2.92 -2.29
N 0.53 2.75 -1.04
H 2.73 0.90 5.01
H 4.97 -0.26 5.03
H 6.10 -0.66 2.84
H 4.98 0.05 0.76
H -1.68 4.73 0.47
H -2.50 4.97 -1.89
H -1.22 3.78 -3.69
H 0.70 2.38 -3.03
O 1.91 -1.66 2.10
C 2.28 -2.44 1.18
O 1.69 -2.52 0.08
C 3.50 -3.25 1.42
C 3.51 -4.10 2.52
C 4.60 -4.90 2.79
C 5.71 -4.82 1.94
C 5.69 -3.95 0.88
C 4.59 -3.14 0.58
S 4.66 -2.00 -0.75
H 2.64 -4.10 3.16
H 4.60 -5.57 3.64
H 6.59 -5.42 2.12
H 6.56 -3.86 0.23
C -7.04 -2.12 -0.92
C -6.56 -0.76 -1.44
C -7.37 0.35 -0.76
C -6.84 -0.70 -2.95
C -5.07 -0.58 -1.13
C -4.10 -0.42 -2.10
C -2.78 -0.26 -1.73
Br -1.48 -0.14 -3.11
C -2.32 -0.24 -0.41
O -1.08 -0.11 -0.14
C -3.33 -0.42 0.59
C -4.64 -0.58 0.20
C -2.92 -0.41 2.06
C -1.96 -1.57 2.34
C -4.11 -0.58 3.01
C -2.27 0.93 2.40
H -8.10 -2.25 -1.11
H -6.86 -2.21 0.14
H -6.50 -2.92 -1.42
H -8.42 0.26 -1.01
H -7.02 1.33 -1.08
H -7.27 0.31 0.32
H -7.90 -0.82 -3.13
H -6.32 -1.48 -3.48
H -6.54 0.25 -3.37
H -4.35 -0.42 -3.14
H -5.39 -0.71 0.97
H -2.47 -2.52 2.19
H -1.63 -1.52 3.37
H -1.09 -1.56 1.71
H -4.61 -1.54 2.88
H -4.85 0.21 2.88
H -3.75 -0.53 4.03
H -1.42 1.14 1.76
H -1.92 0.93 3.43
H -2.99 1.73 2.28
```

Results
- Multiplicity: 1
- Charge: -2

=====

2.
Below is a structure of composition C37H45CoF8N5O3PS3Te, with properties calculated with ωB97M-V/def2-TZVPD.

The geometry in XYZ format:
```
104
Properties=species:S:1:pos:R:3
Co 1.08 1.03 2.02
C 4.67 0.76 1.34
C 3.86 -0.52 1.37
C 4.31 -1.68 0.74
C 3.54 -2.85 0.73
C 2.35 -2.89 1.42
C 1.97 -1.71 2.05
N 2.69 -0.57 2.02
C 0.68 -1.72 2.76
C -0.05 -2.84 3.01
C -1.23 -2.69 3.70
C -1.81 -1.46 3.98
C -1.05 -0.36 3.63
N 0.21 -0.54 3.14
C -1.50 1.03 3.73
C -2.26 1.40 4.86
C -2.79 2.65 4.92
C -2.41 3.57 3.94
C -1.56 3.17 2.90
C -1.22 4.28 1.94
N -1.12 1.90 2.82
H 3.96 1.58 1.02
H 5.47 0.71 0.60
H 5.08 0.99 2.32
H 5.21 -1.67 0.15
H 3.85 -3.61 0.06
H 1.65 -3.72 1.38
H 0.22 -3.84 2.74
H -1.79 -3.60 3.86
H -2.86 -1.34 4.27
H -2.52 0.65 5.60
H -3.42 3.05 5.69
H -2.97 4.49 3.92
H -0.29 4.72 2.25
H -1.97 5.06 2.10
H -1.15 4.03 0.88
F 5.45 8.36 -1.18
C 4.96 8.62 0.04
F 5.97 8.98 0.81
F 4.22 9.77 -0.15
C 4.20 7.43 0.55
C 4.90 6.47 1.30
C 4.30 5.31 1.72
C 2.96 5.06 1.37
C 2.29 6.00 0.60
C 2.87 7.27 0.24
C 2.30 3.82 1.84
C 1.91 2.78 2.30
H 5.95 6.60 1.61
H 4.84 4.58 2.28
H 1.27 5.77 0.28
H 2.33 8.04 -0.30
C -0.50 -6.46 0.91
C 0.42 -6.74 -0.29
C -0.19 -7.71 -1.29
O 0.91 -5.58 -0.96
P 0.13 -4.31 -1.54
S 1.54 -3.43 -2.62
S -0.72 -3.24 -0.12
O -0.94 -5.12 -2.48
C -2.08 -4.54 -3.16
C -3.33 -4.57 -2.28
C -1.86 -3.14 -3.72
H -0.64 -7.44 1.39
H -1.50 -6.12 0.60
H -0.04 -5.71 1.60
H 1.34 -7.21 0.10
H -1.30 -7.61 -1.49
H -0.16 -8.68 -0.82
H 0.34 -7.72 -2.27
H -2.25 -5.20 -4.00
H -3.28 -3.85 -1.46
H -3.43 -5.56 -1.84
H -4.17 -4.39 -2.96
H -1.36 -2.47 -3.03
H -2.82 -2.63 -4.02
H -1.25 -3.17 -4.65
C -3.25 1.78 -3.18
C -2.65 0.44 -2.73
N -1.46 0.53 -1.84
C -0.26 0.13 -2.14
S 0.85 0.03 -0.92
N 0.17 0.00 -3.39
C -0.20 0.88 -4.50
C 1.06 1.36 -5.28
H -3.75 1.60 -4.13
H -2.46 2.51 -3.34
H -3.97 2.12 -2.45
H -2.38 -0.17 -3.60
H -3.38 -0.14 -2.13
H -1.61 0.80 -0.86
H 0.94 -0.65 -3.50
H -0.65 1.76 -4.04
H -0.87 0.37 -5.22
H 1.59 2.12 -4.69
H 0.68 1.79 -6.20
H 1.77 0.55 -5.47
F -3.50 1.39 -0.22
Te -4.85 0.04 0.32
F -5.69 0.07 -1.40
F -6.36 -1.14 0.83
F -5.99 1.44 0.74
F -4.18 0.27 2.18
O -0.01 0.39 0.36
```

Results
- Multiplicity: 4
- Charge: -1

=====

3.
Below is a structure of composition C37H45GeN6O4PS3Ta, with properties calculated with ωB97M-V/def2-TZVPD.

The geometry in XYZ format:
```
98
Properties=species:S:1:pos:R:3
Ta -1.64 1.03 -2.38
S -3.92 1.70 -3.14
C -4.47 0.84 -1.71
C -5.53 1.38 -0.87
N -6.36 1.92 -0.29
C -3.94 -0.41 -1.35
S -2.76 -1.21 -2.28
C -4.22 -1.02 -0.08
N -4.33 -1.56 0.92
N -1.26 1.74 -0.74
P -0.55 2.43 0.47
N 0.11 3.90 0.13
C 1.04 3.96 -1.04
C 0.48 4.88 -2.15
C 0.21 6.24 -1.56
C -0.77 6.17 -0.38
C -0.33 5.18 0.71
N -1.70 2.60 1.61
C -3.17 2.65 1.35
C -3.89 1.99 2.49
C -2.97 0.86 3.14
C -1.77 1.57 3.83
C -1.29 2.85 2.96
N 0.80 1.56 0.93
C 1.02 0.18 0.41
C 2.34 -0.40 0.91
C 3.48 0.49 0.46
C 3.22 1.97 0.74
C 1.96 2.18 1.58
H 1.16 2.94 -1.40
H 2.08 4.26 -0.83
H -0.47 4.44 -2.51
H 1.12 4.89 -3.04
H -0.20 6.92 -2.33
H 1.15 6.62 -1.29
H -1.78 5.90 -0.64
H -0.80 7.18 0.15
H -1.14 4.87 1.33
H 0.47 5.55 1.38
H -3.31 2.06 0.44
H -3.53 3.68 1.12
H -4.80 1.57 2.13
H -4.13 2.68 3.25
H -2.61 0.19 2.35
H -3.53 0.38 3.98
H -0.92 0.89 3.87
H -2.00 2.03 4.79
H -0.20 2.93 3.06
H -1.72 3.75 3.30
H 1.15 0.18 -0.69
H 0.13 -0.45 0.60
H 2.51 -1.39 0.57
H 2.28 -0.50 2.03
H 3.48 0.23 -0.57
H 4.49 0.07 0.89
H 3.19 2.37 -0.29
H 4.03 2.53 1.19
H 1.70 3.20 1.69
H 2.08 1.81 2.61
C 4.98 -2.35 -1.97
C 3.90 -1.55 -2.41
C 2.62 -1.84 -2.03
C 2.26 -2.92 -1.23
C 3.36 -3.70 -0.79
C 4.67 -3.37 -1.08
Ge 0.44 -3.33 -0.78
C 0.01 -5.07 -1.54
C 0.36 -5.52 -2.79
C 0.03 -6.77 -3.32
C -0.79 -7.60 -2.58
C -1.15 -7.15 -1.31
C -0.79 -5.92 -0.83
C 0.25 -3.36 1.15
C 1.32 -3.38 2.05
C 1.18 -3.61 3.43
C -0.10 -3.64 3.93
C -1.21 -3.48 3.07
C -1.01 -3.35 1.74
H 5.97 -2.00 -2.18
H 4.11 -0.64 -2.94
H 1.88 -1.19 -2.44
H 3.24 -4.50 -0.08
H 5.39 -4.16 -0.69
H 1.11 -4.99 -3.37
H 0.45 -7.11 -4.28
H -1.04 -8.61 -2.87
H -1.72 -7.84 -0.67
H -1.09 -5.65 0.19
H 2.36 -3.35 1.65
H 2.07 -3.78 4.08
H -0.19 -3.85 5.00
H -2.20 -3.47 3.49
H -1.89 -3.27 1.09
O 0.35 0.39 -5.48
S 0.41 1.00 -4.19
O 1.66 1.47 -3.79
O -0.18 -0.06 -3.21
O -0.70 2.08 -3.81
```

Results
- Multiplicity: 2

=====

4.
Below is a structure of composition C37H45N8O2SbTl, with properties calculated with ωB97M-V/def2-TZVPD.

The geometry in XYZ format:
```
94
Properties=species:S:1:pos:R:3
Tl -1.22 -0.68 -1.06
C -2.75 -0.87 1.92
C -4.09 -0.76 1.18
N -3.97 -0.37 -0.23
C -4.42 0.99 -0.55
C -3.43 1.81 -1.36
N -2.07 1.79 -0.84
C -1.83 2.41 0.45
C -2.15 1.50 1.65
N -1.77 0.10 1.45
H -2.31 -1.85 1.74
H -2.94 -0.79 2.99
H -4.74 -0.05 1.70
H -4.58 -1.73 1.25
H -4.45 -1.05 -0.80
H -4.65 1.51 0.38
H -5.36 0.96 -1.11
H -3.83 2.83 -1.44
H -3.38 1.41 -2.38
H -1.45 2.16 -1.55
H -2.39 3.35 0.58
H -0.77 2.67 0.48
H -3.22 1.53 1.85
H -1.68 1.93 2.54
H -0.87 -0.09 1.89
C 3.27 2.16 -3.29
O 2.10 2.59 -4.01
C 0.93 2.16 -3.53
O 0.80 1.42 -2.57
N -0.08 2.70 -4.27
N -1.40 2.35 -4.00
H 4.11 2.49 -3.89
H 3.27 1.08 -3.18
H 3.29 2.64 -2.31
H 0.16 3.16 -5.13
H -1.74 1.68 -4.69
H -1.98 3.18 -4.04
C -6.24 -4.07 -1.68
C -5.27 -3.46 -2.47
C -3.97 -3.33 -2.00
C -3.65 -3.83 -0.74
C -4.61 -4.44 0.05
C -5.91 -4.55 -0.42
N -2.31 -3.62 -0.30
N -1.90 -4.46 0.51
C -0.57 -4.22 0.98
C 0.16 -5.34 1.35
C 1.45 -5.16 1.81
C 1.94 -3.86 1.93
C 1.11 -2.81 1.56
N -0.12 -2.97 1.09
H -7.25 -4.16 -2.04
H -5.53 -3.10 -3.46
H -3.20 -2.87 -2.59
H -4.34 -4.82 1.03
H -6.67 -5.02 0.19
H -0.29 -6.32 1.26
H 2.06 -6.00 2.09
H 2.93 -3.66 2.30
H 1.46 -1.79 1.69
C 3.15 0.13 5.07
C 2.00 0.85 4.78
C 1.65 1.07 3.45
C 2.43 0.57 2.41
C 3.58 -0.16 2.72
C 3.94 -0.37 4.05
Sb 1.73 0.88 0.41
C 2.22 2.96 0.34
C 1.49 3.82 -0.47
C 1.78 5.18 -0.52
C 2.81 5.69 0.27
C 3.53 4.85 1.09
C 3.24 3.49 1.14
C 3.41 0.04 -0.59
C 4.66 0.65 -0.59
C 5.72 0.07 -1.28
C 5.54 -1.12 -1.97
C 4.29 -1.73 -1.98
C 3.23 -1.15 -1.29
H 3.43 -0.04 6.11
H 1.39 1.25 5.58
H 0.75 1.64 3.23
H 4.20 -0.55 1.93
H 4.83 -0.93 4.28
H 0.69 3.43 -1.09
H 1.21 5.84 -1.16
H 3.04 6.75 0.24
H 4.33 5.24 1.71
H 3.80 2.85 1.81
H 4.82 1.58 -0.06
H 6.69 0.55 -1.27
H 6.36 -1.56 -2.51
H 4.14 -2.66 -2.52
H 2.26 -1.63 -1.31
```

Results
- Multiplicity: 1
- Charge: +1

=====

| no. | E (eV) | maximum force (eV/Å) |
| --- | --- | --- |
| 1 | -139856.077 | 2.26 |
| 2 | -161153.971 | 2.66 |
| 3 | -156093.689 | 3.07 |
| 4 | -66340.122 | 0.16 |